Record 1
The following is a DFT calculation (ωB97M-V/def2-TZVPD) of a single C22H20N2O3S molecule.

ΔE to the lowest compared entry with this formula, charge and spin, eV: 0.000
HOMO energy, eV: -7.58
Structure (SMILES): COc1ccc(OCC(=O)NC(=S)Nc2ccc3c4c(cccc24)CC3)cc1
LUMO energy, eV: 0.255

ORCA input file:
```
! RIJCOSX wB97M-V def2-TZVPD def2/J DEFGRID3
* xyz 0 1
C 4.91823 -2.71274 -5.02987
O 4.67766 -2.18411 -3.74838
C 3.69694 -2.74527 -2.98833
C 3.48805 -2.16802 -1.73750
C 2.52058 -2.65328 -0.88017
C 1.74239 -3.73897 -1.26206
O 0.73959 -4.30029 -0.49520
C 0.57243 -3.83335 0.81562
C -0.02051 -2.42853 0.90569
O 0.08614 -1.74973 1.91215
N -0.67749 -2.05318 -0.21607
C -1.31919 -0.84356 -0.50890
S -1.94921 -0.73517 -2.02849
N -1.32668 0.04814 0.48584
C -1.86046 1.32982 0.59539
C -2.55744 1.96011 -0.41671
C -3.09209 3.25151 -0.27973
C -2.92098 3.92010 0.89958
C -2.21238 3.28618 1.93427
C -2.11976 4.09500 3.07941
C -1.45857 3.61861 4.17628
C -0.89596 2.33099 4.10970
C -0.98444 1.53719 2.99235
C -1.66126 1.99938 1.84212
C -2.82241 5.39676 2.81530
C -3.35540 5.28033 1.36552
C 1.94437 -4.31647 -2.50915
C 2.91000 -3.82834 -3.36826
H 5.72301 -2.11123 -5.44944
H 5.23769 -3.75887 -4.98047
H 4.03457 -2.63128 -5.67089
H 4.09781 -1.32597 -1.45213
H 2.38540 -2.17102 0.07564
H -0.13655 -4.52374 1.28637
H 1.50644 -3.85996 1.39073
H -0.69270 -2.71634 -0.98619
H -0.84529 -0.27640 1.32885
H -2.70262 1.44761 -1.35229
H -3.62728 3.68737 -1.10971
H -1.36039 4.20169 5.08003
H -0.37289 1.95461 4.97705
H -0.52477 0.55977 3.02155
H -2.13285 6.23621 2.92177
H -3.63422 5.54900 3.52895
H -4.44253 5.37237 1.33044
H -2.94138 6.05987 0.72331
H 1.32998 -5.15524 -2.79543
H 3.03643 -4.30154 -4.32853
*
```

Record 2
The following is a DFT calculation (ωB97M-V/def2-TZVPD) of 4 unconnected molecules or ions with the total composition C19H21N3O9P.

HOMO energy, eV: -11.84
LUMO energy, eV: -4.187

ORCA input file:
```
! RIJCOSX wB97M-V def2-TZVPD def2/J DEFGRID3
* xyz 1 1
O -1.26134 -3.55724 3.31094
O -0.08875 -3.09416 4.01881
C 0.33682 -1.94639 3.34037
P 0.59838 -2.15896 1.54221
O 0.43320 -0.79625 0.81515
H -1.31183 -4.46025 3.65623
H 1.28252 -1.65528 3.79231
H -0.36223 -1.11108 3.43280
H -0.33713 -3.05361 1.03265
H 1.86644 -2.64566 1.24092
H -0.50870 -0.54829 0.75266
C -5.76476 -3.60341 -0.21649
C -5.49882 -3.42617 -1.56745
C -4.53264 -2.52100 -1.97474
C -3.84948 -1.81511 -0.99995
C -4.09846 -1.96814 0.35370
C -5.06982 -2.87532 0.74142
N -2.82215 -0.86145 -1.42947
O -2.64064 -0.65682 -2.60251
O -2.16547 -0.25001 -0.58551
H -6.52492 -4.30795 0.09243
H -6.04727 -3.98984 -2.30889
H -4.31020 -2.35935 -3.01853
H -3.56399 -1.37259 1.07810
H -5.29360 -3.00372 1.79134
C -0.54127 1.42849 -3.99600
C 0.08282 2.13486 -5.01919
C 1.24175 2.86543 -4.74702
C 1.74698 2.82122 -3.45757
C 1.14235 2.11366 -2.44023
C -0.01465 1.43105 -2.71742
N 2.98383 3.53780 -3.08101
O 3.51812 4.27097 -3.87657
O 3.36563 3.28749 -1.95168
H -1.43170 0.84501 -4.17644
H -0.32519 2.12869 -6.02030
H 1.75300 3.43647 -5.50826
H 1.57688 2.11965 -1.45386
H -0.51357 0.87783 -1.93319
C 4.52307 3.17705 1.93457
C 5.00500 2.11207 2.68727
C 4.15862 1.08096 3.06573
C 2.83085 1.15163 2.67936
C 2.31861 2.21835 1.96009
C 3.18133 3.23549 1.58385
N 1.93194 0.03124 3.01609
O 2.38483 -0.90372 3.64883
O 0.77801 0.07812 2.61992
H 5.19614 3.96029 1.61440
H 6.04873 2.07225 2.96565
H 4.51254 0.23444 3.63416
H 1.27436 2.23239 1.68739
H 2.80585 4.05889 0.99296
*
```

Record 3
The following is a DFT calculation (ωB97M-V/def2-TZVPD) of 8 unconnected molecules or ions with the total composition C36H67ClNO14S.

HOMO energy, eV: -11.33
LUMO energy, eV: -4.013

ORCA input file:
```
! RIJCOSX wB97M-V def2-TZVPD def2/J DEFGRID3
* xyz 1 1
S 5.02949 -1.98017 1.39106
C 4.29502 -0.53504 0.42233
C 3.83682 0.61090 1.45006
C 2.54919 1.46779 0.95434
C 1.32893 0.41852 0.86720
C 0.62728 -0.05308 2.18942
N -0.45051 -1.01208 2.09306
C -0.91336 -1.57528 0.83817
C -0.27934 -1.19782 -0.53014
C 0.87178 -0.15256 -0.50441
Cl 1.72621 0.44087 -1.99786
H 3.91056 -2.51329 2.04345
H 3.45267 -0.98773 -0.20021
H 5.05604 -0.10796 -0.33720
H 3.50486 0.11687 2.44359
H 4.67394 1.37884 1.65617
H 2.72346 2.04977 -0.01053
H 2.28445 2.25165 1.76506
H 0.93744 0.32577 3.22950
H -0.90336 -1.30799 2.98084
H -1.77805 -2.35559 0.79380
H -0.59596 -1.64419 -1.53462
O -2.86388 -3.41083 2.15266
C -2.50670 -4.29079 2.91305
O -1.37139 -4.15057 3.61701
C -0.96618 -5.02524 4.68473
C -0.21785 -6.22761 4.14649
C -3.27173 -5.57876 3.01157
H -1.81711 -5.30407 5.30918
H -0.29552 -4.44102 5.32021
H -0.84930 -6.83399 3.49388
H 0.13820 -6.85661 4.96491
H 0.63980 -5.90744 3.54934
H -2.93920 -6.25281 2.22050
H -4.33292 -5.36170 2.87680
H -3.18164 -6.06931 3.97776
O 0.73287 4.39167 1.83772
C 0.87401 4.82184 0.71147
O 1.75696 5.80482 0.46533
C 2.14303 6.23628 -0.84846
C 1.17920 7.27592 -1.38321
C 0.00312 4.32848 -0.41046
H 2.26137 5.38564 -1.52349
H 3.13348 6.68671 -0.74308
H 0.17112 6.87018 -1.49189
H 1.51091 7.64330 -2.35678
H 1.10822 8.12049 -0.69344
H -0.93211 4.88952 -0.41065
H -0.21262 3.27106 -0.24177
H 0.47212 4.39142 -1.39014
O -0.54741 -2.71918 -3.25123
C 0.30100 -2.54254 -4.10530
O -0.02113 -2.62277 -5.40147
C 0.84810 -2.23327 -6.47919
C 1.76882 -3.37000 -6.86864
C 1.73767 -2.32138 -3.72204
H 1.39064 -1.31712 -6.23704
H 0.19887 -1.99265 -7.32470
H 2.42919 -3.65282 -6.04553
H 2.38532 -3.08885 -7.72516
H 1.18806 -4.25877 -7.12820
H 2.22099 -3.28767 -3.57087
H 1.75691 -1.75797 -2.78709
H 2.30062 -1.73589 -4.44627
O -2.53331 2.81064 -2.05617
C -3.55219 2.84929 -1.40188
O -3.68065 3.74122 -0.40357
C -4.90815 4.00783 0.29210
C -5.10388 3.03646 1.43851
C -4.65035 1.84765 -1.63105
H -5.75568 4.02262 -0.39627
H -4.81836 5.02087 0.69255
H -5.18560 2.00700 1.08266
H -6.00822 3.28113 1.99979
H -4.24786 3.07025 2.11727
H -4.42962 0.94056 -1.06674
H -4.68338 1.60924 -2.69629
H -5.64053 2.21428 -1.36901
O 3.50790 -1.25276 -9.30625
C 3.85795 -0.23917 -8.74194
O 3.38451 0.05578 -7.51369
C 3.88711 1.11278 -6.68350
C 3.21158 2.42885 -7.01234
C 4.75229 0.75221 -9.43357
H 4.97602 1.17335 -6.73911
H 3.64555 0.83385 -5.65390
H 3.41637 2.73928 -8.03891
H 3.55474 3.21658 -6.33789
H 2.12660 2.33418 -6.92046
H 4.14230 1.41329 -10.05059
H 5.44671 0.20314 -10.07288
H 5.36375 1.34133 -8.75318
O -6.06157 -5.16779 4.64239
C -6.92364 -4.39228 4.28888
O -8.21354 -4.76509 4.30064
C -9.31777 -3.86966 4.10057
C -9.61588 -3.69714 2.62487
C -6.56116 -3.03670 3.74672
H -9.15065 -2.91829 4.61021
H -10.17902 -4.33351 4.58803
H -8.77333 -3.24716 2.09511
H -10.49321 -3.06274 2.48133
H -9.80229 -4.66720 2.15756
H -6.33274 -3.12672 2.68369
H -5.67512 -2.67880 4.27578
H -7.33184 -2.28362 3.89684
O 6.12585 0.70313 7.45159
C 5.89088 1.53382 6.60498
O 4.64089 2.01291 6.45436
C 4.29760 3.13489 5.62971
C 4.06200 2.70107 4.19732
C 6.96272 1.97950 5.64823
H 5.04364 3.92797 5.71181
H 3.36893 3.54183 6.03814
H 4.96450 2.27494 3.75414
H 3.74273 3.54849 3.58568
H 3.29197 1.92601 4.15541
H 7.01298 1.27621 4.81572
H 7.91839 1.98002 6.17652
H 6.82166 2.99025 5.27053
*
```

Record 4
The following is a DFT calculation (ωB97M-V/def2-TZVPD) of a single C3H3N3O2 molecule.

ΔE to the lowest compared entry with this formula, charge and spin, eV: 5.350
HOMO energy, eV: -9.76
Structure (SMILES): [H]/N=C\n1ncc(=O)o1
LUMO energy, eV: -0.780

ORCA input file:
```
! RIJCOSX wB97M-V def2-TZVPD def2/J DEFGRID3
* xyz 0 1
H -2.40676 -1.56272 0.02161
N -2.94818 -0.75511 -0.06050
C -2.20492 0.25271 0.09409
N -0.67306 0.30516 -0.19541
N 0.07295 1.46641 -0.10808
C 1.40799 1.10928 0.07654
C 1.60020 -0.33352 0.10282
O 2.62050 -1.00074 -0.08445
O 0.20751 -0.83889 0.11429
H -2.50367 1.24973 0.49108
H 2.30484 1.74403 0.15579
*
```

Record 5
The following is a DFT calculation (ωB97M-V/def2-TZVPD) of a molecular structure, CH2O4Yb.

ΔE to the lowest compared entry with this formula, charge and spin, eV: 0.000
HOMO energy (spin up / spin down), eV: -7.01 / -8.35
LUMO energy (spin up / spin down), eV: -0.813 / -2.328
<S²>: 2.002

ORCA input file:
```
! RIJCOSX wB97M-V def2-TZVPD def2/J DEFGRID3
* xyz 0 3
O 0.36939 0.83135 1.46146
C 0.92721 1.37387 0.40651
O 0.40159 2.34324 -0.20330
O 1.74627 0.54865 -0.18918
Yb 0.78396 -1.34700 0.87175
H -1.37175 -0.45798 -1.04596
O -1.06711 -1.32977 -0.63003
H -1.78956 -1.96236 -0.67126
*
```